Record 1
C26H47FeN2S3 as an isolated structure. Source: the Open Molecules 2025 dataset; level of theory: ωB97M-V/def2-TZVPD.

Positions of all 79 atoms, in Å:
Fe 0.0414 0.0459 0.2518
C 0.7313 -0.5913 2.4496
C -0.5601 -0.0105 2.5846
C -0.4389 1.3608 2.1424
C 0.9319 1.5520 1.7775
C 1.6570 0.3599 1.9801
C 3.1634 0.1849 1.9635
C 3.6523 0.3311 3.4132
C 3.5692 -1.2030 1.4599
C 3.8407 1.2627 1.1151
C -1.4228 2.5406 2.1727
C -0.7331 3.8166 1.6690
C -1.8491 2.8325 3.6205
C -2.6756 2.3512 1.2919
C -1.6386 -0.7810 3.3607
C -1.4768 -0.4500 4.8563
C -3.0812 -0.5156 2.9266
C -1.4286 -2.2993 3.2390
H 0.9744 -1.6124 2.6944
H 1.3516 2.4709 1.4045
H 3.2125 -0.4401 4.0486
H 3.3696 1.3043 3.8187
H 4.7407 0.2391 3.4613
H 3.1165 -1.9893 2.0665
H 4.6542 -1.3179 1.5233
H 3.2760 -1.3618 0.4230
H 3.6426 2.2595 1.5138
H 3.4921 1.2296 0.0825
H 4.9231 1.1141 1.1161
H 0.0943 4.1129 2.3163
H -1.4613 4.6307 1.6603
H -0.3595 3.6919 0.6511
H -0.9775 2.8909 4.2758
H -2.5239 2.0783 4.0169
H -2.3722 3.7915 3.6598
H -2.4935 2.7169 0.2830
H -3.5123 2.9266 1.6975
H -2.9863 1.3141 1.2117
H -1.5998 0.6099 5.0628
H -0.4806 -0.7404 5.1957
H -2.2139 -1.0030 5.4452
H -3.3908 0.5140 3.0807
H -3.7512 -1.1493 3.5125
H -3.2216 -0.7670 1.8727
H -0.4842 -2.6209 3.6769
H -1.4633 -2.6398 2.2051
H -2.2250 -2.8092 3.7854
C 2.1326 0.6509 -4.0289
C 1.2528 0.6485 -2.8016
S 1.7652 -0.2772 -1.4871
C 0.1047 1.4482 -2.7780
C -0.1922 2.3456 -3.9536
S -0.9427 1.5537 -1.4528
H 3.0019 0.0173 -3.8723
H 2.4792 1.6608 -4.2618
H 1.5978 0.2896 -4.9128
H -0.0080 1.8622 -4.9133
H 0.4551 3.2276 -3.9076
H -1.2213 2.6957 -3.9200
C 0.6704 -4.1705 -4.5623
C 0.7095 -2.9315 -3.6847
N -0.0828 -3.0806 -2.4628
C -0.9925 -2.2164 -1.9846
S -1.1806 -2.0691 -0.2824
N -1.7787 -1.5109 -2.7902
C -2.1206 -1.7411 -4.1877
C -1.7133 -0.5968 -5.0997
H 1.3142 -4.0391 -5.4323
H -0.3417 -4.3811 -4.9102
H 1.0209 -5.0454 -4.0140
H 0.3623 -2.0523 -4.2204
H 1.7330 -2.7066 -3.3779
H 0.3868 -3.5606 -1.7095
H -2.2916 -0.7854 -2.3073
H -3.2046 -1.8714 -4.2306
H -1.6861 -2.6871 -4.4997
H -2.1942 0.3308 -4.7885
H -2.0122 -0.8095 -6.1265
H -0.6363 -0.4303 -5.0758

Its LUMO energy (alpha / beta) is 0.416 / -1.307 eV. The multiplicity is 6. Its energy relative to the best compared isomer or geometry (same formula, charge and spin) is 0.0 kJ/mol. For the maximum force, the calculation gives 0.2 eV Å⁻¹.

Mulliken population analysis, charges in e, atoms 1 to 5: atom 1 (Fe): 0.716, atom 2 (C): -0.328, atom 3 (C): 0.387, atom 4 (C): -1.274, atom 5 (C): 0.617


Record 2
A 3-piece molecular cluster, C26H47N4O4PS2 overall in a non-equilibrium geometry. Source: the Open Molecules 2025 dataset; level of theory: ωB97M-V/def2-TZVPD.

Positions of all 84 atoms, in Å:
C 3.7940 -2.0730 -2.6983
C 2.6518 -2.6871 -1.6955
O 2.3750 -1.9689 -0.5715
O 1.9239 -3.9546 -1.8599
C 1.2670 -4.0613 -3.1712
C -0.3348 -3.7158 -3.1811
C -0.7609 -2.3610 -2.3604
C -2.3254 -2.6271 -1.8317
N -3.5551 -2.7225 -1.3927
C -0.8191 -0.9964 -3.2691
S 0.6390 -0.8041 -4.4596
C -2.1797 -1.0540 -4.2383
N -3.2926 -0.8695 -4.8840
P -0.8495 0.6347 -2.2253
S -2.4180 0.7871 -1.0676
H 3.3852 -1.0091 -3.0532
H 3.8494 -2.7193 -3.7005
H 4.8496 -1.9163 -2.2182
H 1.3612 -5.2068 -3.4942
H 1.7644 -3.4442 -4.0315
H -0.9303 -4.6460 -2.7341
H -0.6524 -3.6509 -4.3301
H -0.1072 -2.2436 -1.3937
H 0.5521 -1.7707 -5.5017
H 0.3788 0.7624 -1.4290
H -0.9157 1.7887 -3.1330
C -7.5016 0.8446 2.4430
C -7.0375 2.2911 2.1118
C -8.2682 3.2373 2.0443
C -9.1070 3.0600 0.7850
C -8.2424 3.1488 -0.4695
C -7.0238 2.1910 -0.4412
N -6.2412 2.2826 0.8365
O -5.4962 3.4755 0.7926
C -7.5014 0.7319 -0.6662
C -6.1456 2.4767 -1.7050
C -6.1793 2.6969 3.3553
H -6.7645 0.1028 2.1132
H -7.6283 0.6952 3.5218
H -8.4688 0.5938 2.0033
H -7.9329 4.2833 2.0912
H -8.9068 3.0850 2.9241
H -9.6430 2.1063 0.8117
H -9.8777 3.8391 0.7489
H -8.8678 2.9405 -1.3469
H -7.9007 4.1867 -0.5809
H -6.6738 0.0221 -0.5451
H -7.8948 0.5969 -1.6813
H -8.3107 0.4268 -0.0049
H -5.8143 3.5206 -1.7637
H -6.7085 2.2843 -2.6265
H -5.2583 1.8321 -1.7228
H -5.2937 2.0574 3.4507
H -6.7602 2.5963 4.2810
H -5.8491 3.7409 3.3212
C 6.9496 1.7004 1.6119
C 6.4205 0.4155 0.9144
C 5.2326 -0.1732 1.7247
C 5.6561 -0.8685 3.0124
C 6.7424 -1.9069 2.7457
C 7.9545 -1.3368 1.9652
N 7.5488 -0.5636 0.7443
O 7.1599 -1.4941 -0.2369
C 8.8037 -0.4386 2.9031
C 8.9239 -2.5198 1.6321
C 5.8659 0.9391 -0.4514
H 7.9878 1.9106 1.3284
H 6.3674 2.5855 1.3295
H 6.8889 1.6528 2.7008
H 4.6858 -0.8981 1.1048
H 4.5138 0.6205 1.9664
H 6.0013 -0.1363 3.7487
H 4.7864 -1.3624 3.4618
H 7.0728 -2.3286 3.7035
H 6.2947 -2.7396 2.1867
H 9.6074 0.0623 2.3494
H 9.2793 -1.0315 3.6941
H 8.2260 0.3216 3.4263
H 8.4370 -3.3182 1.0588
H 9.3000 -2.9900 2.5488
H 9.7939 -2.1689 1.0636
H 6.6669 1.3673 -1.0658
H 5.1155 1.7241 -0.2937
H 5.3643 0.1583 -1.0336

Its LUMO energy (alpha / beta) is -0.480 / -0.483 eV. The multiplicity is 3. For the maximum force, the calculation gives 12.4 eV Å⁻¹.

Mulliken population analysis, charges in e, atoms 1 to 5: atom 1 (C): -0.631, atom 2 (C): 0.676, atom 3 (O): -0.539, atom 4 (O): -0.285, atom 5 (C): -0.278


Record 3
C26H48AlN4O5P2Si as an isolated structure. Source: the Open Molecules 2025 dataset; level of theory: ωB97M-V/def2-TZVPD.

Positions of all 87 atoms, in Å:
Al -0.1637 -0.5040 -0.1188
C -1.1135 -0.2460 1.5972
Si -2.7178 -0.8229 0.8499
C -1.7306 -0.9075 -2.6451
N -0.5080 -0.1620 -2.2233
C 0.6829 -0.5602 -3.0361
C 0.9651 0.3485 -4.2370
C -0.3269 0.8193 -4.8926
C -1.1570 1.6325 -3.8881
C -0.7821 1.2963 -2.4423
C -3.6416 0.6369 0.1594
C -4.5026 0.5813 -0.9443
C -5.1723 1.7123 -1.3841
C -5.0139 2.9222 -0.7212
C -4.1937 2.9948 0.3938
C -3.5148 1.8633 0.8239
C -3.7765 -2.1280 1.5807
C -5.1567 -1.9296 1.6701
C -5.9747 -2.9073 2.2195
C -5.4254 -4.0925 2.6799
C -4.0536 -4.3054 2.6036
C -3.2393 -3.3275 2.0618
H -0.7522 -1.0065 2.2994
H -1.1820 0.6826 2.1560
H -2.5779 -0.2265 -2.5751
H -1.6555 -1.2422 -3.6790
H 0.5251 -1.5885 -3.3647
H 1.5470 -0.5726 -2.3707
H 1.5852 -0.1983 -4.9481
H 1.5460 1.2203 -3.9221
H -0.8881 -0.0446 -5.2522
H -0.1056 1.4167 -5.7751
H -2.2230 1.4863 -4.0568
H -0.9741 2.6992 -4.0288
H -1.5825 1.5848 -1.7537
H 0.1221 1.8301 -2.1555
H -4.6749 -0.3584 -1.4484
H -5.8405 1.6455 -2.2311
H -5.5495 3.7989 -1.0577
H -4.1025 3.9231 0.9397
H -2.9109 1.9339 1.7208
H -5.6009 -1.0120 1.3093
H -7.0408 -2.7427 2.2875
H -6.0643 -4.8526 3.1056
H -3.6294 -5.2271 2.9758
H -2.1659 -3.4925 2.0314
N 3.0900 -3.8937 2.3869
C 2.6860 -3.8425 0.9396
P 2.5279 -2.0535 0.5038
O 3.0286 -1.3045 1.6872
O 1.1373 -1.8133 -0.0525
C 3.6985 -1.6874 -0.8634
N 3.8909 -0.2014 -0.8138
H 2.3467 -4.2739 2.9817
H 3.2876 -2.9127 2.6877
H 3.9255 -4.4668 2.5392
H 1.7394 -4.3641 0.8084
H 3.4456 -4.3523 0.3481
H 3.3193 -1.9588 -1.8469
H 4.6699 -2.1537 -0.7020
H 4.3963 0.0446 0.0464
H 2.9606 0.2926 -0.7743
H 4.4248 0.1389 -1.6216
N -2.0547 -4.4270 -1.2446
C -1.3433 -3.3932 -1.9653
C -2.0723 -2.0733 -1.7214
O -3.4237 -2.2663 -1.7653
O -1.6841 -1.5756 -0.4148
H -1.9662 -5.3418 -1.6606
H -3.5826 -3.1965 -1.4989
H -1.8310 -4.4737 -0.2598
H -1.4198 -3.6092 -3.0330
H -0.2787 -3.2892 -1.7119
C -0.2477 3.2376 0.2983
P 1.2012 2.2421 0.5786
C 2.6053 3.1782 -0.0201
C 1.4014 1.9533 2.3276
O 1.1512 0.8905 -0.2023
H -0.1615 4.1546 0.8816
H -1.1462 2.7013 0.6053
H -0.3338 3.5005 -0.7552
H 2.6058 4.1601 0.4524
H 2.5274 3.3189 -1.0980
H 3.5519 2.6992 0.2264
H 1.7052 2.8715 2.8290
H 2.1518 1.1789 2.4872
H 0.4569 1.6135 2.7487

Its LUMO energy is -7.932 eV. Its total charge is +3. Its energy relative to the best compared isomer or geometry (same formula, charge and spin) is 36.8 kJ/mol. For the maximum force, the calculation gives 0.5 eV Å⁻¹.

Mulliken population analysis, charges in e, atoms 1 to 5: atom 1 (Al): -2.244, atom 2 (C): 0.040, atom 3 (Si): -1.371, atom 4 (C): -1.891, atom 5 (N): 2.409


Record 4
C26H48BClNPRh as an isolated structure in a non-equilibrium geometry. Source: the Open Molecules 2025 dataset; level of theory: ωB97M-V/def2-TZVPD.

Positions of all 79 atoms, in Å:
Rh 0.8571 0.1106 2.1762
P -0.0171 0.4557 -0.1698
Cl 1.4425 2.3913 2.2644
C -1.7482 -0.2126 1.1416
H -2.6891 -0.2370 0.7243
H -1.7003 0.6670 1.7985
C 1.9245 0.7028 -0.6240
C -0.7788 2.1430 -0.4973
C 2.3910 0.8072 -2.0765
H 2.1197 1.6734 -0.1414
C 3.8874 1.2140 -2.1311
H 2.2871 -0.1582 -2.5984
H 1.8138 1.5463 -2.6561
C 4.7841 0.3181 -1.2707
H 4.2422 1.2029 -3.1725
H 3.9789 2.2549 -1.7796
C 4.2232 0.0742 0.1274
H 4.9199 -0.6454 -1.7784
H 5.7766 0.7686 -1.1899
C 2.7409 -0.3482 0.1039
H 4.8183 -0.6850 0.6493
H 4.2895 0.9960 0.7233
H 2.6497 -1.3121 -0.4176
H 2.4051 -0.5046 1.1623
C -0.6005 -0.5700 -1.6414
C -2.2410 2.0070 -0.8963
H -0.6748 2.5781 0.5125
C -2.9399 3.3521 -0.7495
H -2.3253 1.6806 -1.9339
H -2.7727 1.2577 -0.3021
C -2.3014 4.3873 -1.6686
H -4.0044 3.2303 -0.9820
H -2.8689 3.6710 0.2967
C -0.7743 4.4485 -1.5233
H -2.5641 4.1537 -2.7051
H -2.7281 5.3760 -1.4546
C -0.0734 3.0767 -1.4914
H -0.3587 5.0395 -2.3504
H -0.5217 4.9756 -0.5954
H -0.1065 2.6357 -2.4990
H 0.9895 3.2152 -1.2372
C 0.1383 -1.8955 -1.8034
H -1.6219 -0.7639 -1.2876
C -0.5955 -2.8351 -2.7824
H 1.1506 -1.7115 -2.1889
H 0.2562 -2.4196 -0.8484
C -0.8405 -2.1978 -4.1556
H -0.0105 -3.7548 -2.9099
H -1.5630 -3.1259 -2.3433
C -1.4175 -0.7841 -4.0501
H 0.1031 -2.1694 -4.7219
H -1.5250 -2.8231 -4.7376
C -0.6887 0.1004 -3.0135
H -1.3788 -0.2946 -5.0329
H -2.4848 -0.8483 -3.7774
H 0.3212 0.3222 -3.3863
H -1.2080 1.0631 -2.9827
C -0.0799 -1.8013 1.7516
C -1.5873 -1.5934 1.4217
H 0.3768 -2.0904 0.8010
C -2.5719 -2.3968 2.5073
H -1.9111 -2.0408 0.4202
C -1.8977 -2.7472 3.7866
H -3.5076 -1.7935 2.6080
H -2.9311 -3.4073 2.0424
C -0.6562 -3.5944 3.5860
H -1.6538 -1.8251 4.3204
H -2.5625 -3.3521 4.3972
C 0.4114 -2.8177 2.8113
H -0.1844 -3.9030 4.5300
H -0.8795 -4.5192 3.0516
H 1.1279 -2.2791 3.4826
H 1.0222 -3.5243 2.2449
B 0.0732 0.0016 6.6833
C 0.3454 -0.0600 5.1852
N 0.6698 0.0060 4.0473
H 0.9829 -0.5048 7.2998
H -0.9813 -0.5399 6.9347
H 0.0078 1.1826 6.9621

Its LUMO energy (alpha / beta) is 2.526 / 2.003 eV. Its total charge is -1. The multiplicity is 5. For the maximum force, the calculation gives 7.5 eV Å⁻¹.

Mulliken population analysis, charges in e, atoms 1 to 5: atom 1 (Rh): -0.845, atom 2 (P): 1.665, atom 3 (Cl): -0.486, atom 4 (C): -2.490, atom 5 (H): 1.001


Record 5
C26H48ClFeP as an isolated structure in a non-equilibrium geometry. Source: the Open Molecules 2025 dataset; level of theory: ωB97M-V/def2-TZVPD.

Positions of all 77 atoms, in Å:
Fe 0.0000 0.0000 0.0000
Cl -0.0900 2.2836 0.2314
P 2.1806 -0.3859 0.0790
C -2.6208 1.1883 1.6928
H -2.3003 0.4106 2.3804
H -2.8104 2.1718 2.1191
C 2.6912 -1.9631 -0.7912
C 2.8212 -0.3579 1.8245
C 2.3304 -3.2576 -0.0428
H 2.0709 -1.9321 -1.7021
C 2.5814 -4.4822 -0.9333
H 2.9295 -3.3287 0.8728
H 1.2874 -3.2324 0.2774
C 4.0282 -4.5404 -1.4357
H 2.3317 -5.3941 -0.3785
H 1.9005 -4.4393 -1.7966
C 4.4117 -3.2346 -2.1401
H 4.7011 -4.6969 -0.5806
H 4.1670 -5.3935 -2.1105
C 4.1675 -2.0226 -1.2288
H 5.4645 -3.2571 -2.4471
H 3.8145 -3.1210 -3.0564
H 4.7919 -2.1229 -0.3326
H 4.4744 -1.1052 -1.7355
C 3.0906 0.9647 -0.8496
C 4.2316 -0.9264 2.0895
H 2.8666 0.7281 2.0061
C 4.6802 -0.5400 3.5072
H 4.2072 -2.0173 2.0141
H 4.9552 -0.5695 1.3527
C 3.7005 -1.0786 4.5578
H 5.6897 -0.9263 3.6933
H 4.7370 0.5550 3.5817
C 2.2669 -0.6145 4.2711
H 3.7329 -2.1776 4.5438
H 4.0093 -0.7651 5.5621
C 1.8310 -0.9581 2.8397
H 1.5696 -1.0647 4.9872
H 2.2019 0.4743 4.4061
H 1.8098 -2.0494 2.7141
H 0.8162 -0.5985 2.6527
C 3.0701 0.9601 -2.3900
H 2.5185 1.8466 -0.5280
C 3.6267 2.2944 -2.9150
H 3.6846 0.1349 -2.7723
H 2.0553 0.8145 -2.7739
C 5.0460 2.5590 -2.3984
H 3.6110 2.2933 -4.0118
H 2.9639 3.1065 -2.5845
C 5.0965 2.4939 -0.8676
H 5.7271 1.8040 -2.8178
H 5.3983 3.5358 -2.7508
C 4.5349 1.1639 -0.3478
H 6.1272 2.6199 -0.5150
H 4.5105 3.3192 -0.4445
H 5.1657 0.3437 -0.7104
H 4.5625 1.1503 0.7436
C -0.0620 -0.3202 -1.7883
C -2.7712 0.9545 0.3881
H 0.8011 -0.6014 -2.4103
C -3.2047 1.9712 -0.6236
H -2.5655 -0.0413 -0.0057
C -3.3133 1.3943 -2.0460
H -4.1681 2.4075 -0.3277
H -2.4606 2.7805 -0.6416
C -1.9534 1.1488 -2.7150
H -3.8792 0.4542 -2.0118
H -3.8935 2.0906 -2.6641
C -1.3761 -0.2706 -2.5121
H -2.0505 1.3114 -3.7952
H -1.2253 1.8872 -2.3513
H -2.1195 -0.9049 -2.0107
H -1.2081 -0.7218 -3.5045
C -0.6811 -1.9534 0.3223
H -1.7757 -1.9564 0.4720
H -0.2906 -2.3389 1.2846
H -0.5185 -2.6158 -0.5535

Its LUMO energy (alpha / beta) is 2.752 / 2.748 eV. Its total charge is -1. The multiplicity is 6. For the maximum force, the calculation gives 3.1 eV Å⁻¹.

Mulliken population analysis, charges in e, atoms 1 to 5: atom 1 (Fe): -1.132, atom 2 (Cl): -0.567, atom 3 (P): 0.250, atom 4 (C): -0.859, atom 5 (H): 0.303